Record 1
# C53H110N6O9

8 unconnected molecules or ions with the total composition C53H110N6O9 (wB97M-V/def2-TZVPD, the OMol25 dataset).

The geometry in ORCA input format:
```
! RIJCOSX wB97M-V def2-TZVPD def2/J DEFGRID3
* xyz 4 1
C -2.525 -3.355 -1.559
C -2.316 -4.024 -2.958
C -2.193 -5.586 -2.912
C -3.575 -6.265 -2.822
C -4.483 -5.840 -3.921
C -4.775 -4.329 -3.833
N -3.448 -3.567 -3.883
O -3.344 -2.597 -4.717
C -5.585 -3.887 -2.589
C -5.629 -4.076 -5.117
C -0.994 -3.511 -3.612
H -1.601 -3.334 -0.979
H -3.424 -3.646 -1.021
H -2.479 -2.266 -1.647
H -1.563 -6.011 -2.132
H -1.757 -5.822 -3.884
H -4.069 -6.171 -1.854
H -3.452 -7.345 -2.923
H -5.376 -6.436 -4.101
H -3.869 -5.921 -4.822
H -5.372 -4.468 -1.693
H -6.659 -3.822 -2.758
H -5.338 -2.845 -2.375
H -6.122 -3.104 -5.133
H -6.456 -4.778 -5.014
H -5.181 -4.239 -6.096
H -0.839 -2.444 -3.775
H -1.056 -3.786 -4.669
H -0.120 -4.034 -3.230
C -1.790 2.483 5.803
C -1.692 1.019 5.272
C -2.237 0.933 3.789
C -1.259 1.577 2.702
C 0.169 1.020 2.738
C 0.767 1.039 4.165
N -0.229 0.517 5.160
O 0.196 -0.271 6.099
C 1.323 2.388 4.492
C 1.955 0.042 4.027
C -2.484 0.054 6.168
H -1.052 2.650 6.588
H -2.748 2.758 6.241
H -1.598 3.113 4.935
H -3.302 1.159 3.763
H -2.249 -0.136 3.564
H -1.173 2.652 2.876
H -1.659 1.364 1.711
H 0.898 1.613 2.184
H 0.107 0.033 2.279
H 2.060 2.725 3.764
H 1.814 2.484 5.462
H 0.544 3.149 4.547
H 2.684 0.199 4.823
H 2.448 0.286 3.084
H 1.791 -1.029 3.912
H -2.264 0.122 7.236
H -2.474 -1.031 6.074
H -3.475 0.510 6.143
C -1.796 3.867 -2.547
C -3.323 3.551 -2.363
C -3.647 2.475 -3.435
C -5.017 1.844 -3.231
C -5.111 1.150 -1.845
C -4.821 2.087 -0.629
N -3.598 2.860 -0.974
O -2.970 3.389 0.075
C -4.531 1.323 0.671
C -5.947 3.044 -0.264
C -4.211 4.774 -2.531
H -1.124 3.025 -2.387
H -1.540 4.660 -1.844
H -1.756 4.257 -3.564
H -2.831 1.749 -3.423
H -3.614 2.801 -4.475
H -5.103 1.072 -3.995
H -5.842 2.552 -3.298
H -4.547 0.215 -1.863
H -6.101 0.702 -1.739
H -3.742 0.574 0.592
H -5.375 0.639 0.786
H -4.545 1.934 1.572
H -5.658 4.023 0.120
H -6.728 2.672 0.397
H -6.477 3.421 -1.142
H -3.884 5.494 -3.281
H -4.101 5.338 -1.603
H -5.275 4.638 -2.718
C 2.685 9.023 2.022
C 3.403 7.956 1.124
C 2.681 6.610 1.332
N 3.258 5.371 0.533
C 4.712 5.196 0.919
C 2.437 4.169 1.021
C 1.296 4.038 0.036
C 1.706 4.763 -1.239
C 3.156 5.266 -0.988
H 3.261 9.947 2.053
H 2.471 8.640 3.019
H 1.727 9.359 1.620
H 4.379 7.720 1.547
H 3.349 8.202 0.064
H 1.647 6.751 1.016
H 2.786 6.382 2.392
H 5.111 4.234 0.596
H 4.907 5.426 1.964
H 5.294 5.847 0.265
H 3.089 3.297 0.962
H 2.134 4.254 2.063
H 1.037 3.015 -0.238
H 0.400 4.429 0.518
H 1.488 4.195 -2.143
H 1.016 5.598 -1.371
H 3.920 4.607 -1.396
H 3.322 6.295 -1.307
C 4.498 -2.681 3.899
C 4.416 -3.703 2.787
C 2.982 -4.235 2.765
N 2.677 -5.111 1.510
C 3.758 -6.125 1.144
C 2.417 -4.315 0.241
C 0.981 -4.549 -0.199
C 0.608 -5.989 0.332
C 1.407 -5.939 1.653
H 4.534 -3.165 4.876
H 3.796 -1.848 3.896
H 5.469 -2.181 3.901
H 4.908 -4.665 2.921
H 4.631 -3.253 1.816
H 2.162 -3.517 2.723
H 2.806 -4.945 3.572
H 3.501 -6.596 0.196
H 3.747 -6.934 1.872
H 4.751 -5.691 1.044
H 3.162 -4.587 -0.504
H 2.536 -3.274 0.541
H 0.913 -4.530 -1.285
H 0.360 -3.817 0.319
H 0.826 -6.873 -0.269
H -0.470 -6.119 0.429
H 1.713 -6.877 2.116
H 0.896 -5.452 2.486
C 2.176 1.473 -4.866
C 2.500 0.398 -3.862
C 2.775 0.866 -2.371
N 3.581 -0.231 -1.647
C 2.832 -1.551 -1.511
C 4.017 0.222 -0.278
C 5.290 -0.527 0.167
C 5.877 -1.188 -1.112
C 5.030 -0.510 -2.192
H 1.251 1.967 -4.571
H 2.123 0.858 -5.766
H 2.924 2.199 -5.187
H 3.327 -0.233 -4.190
H 1.666 -0.305 -3.898
H 1.861 1.068 -1.814
H 3.483 1.692 -2.438
H 3.534 -2.301 -1.155
H 2.423 -1.704 -2.507
H 2.055 -1.328 -0.781
H 3.265 0.254 0.511
H 4.304 1.265 -0.417
H 5.114 -1.266 0.947
H 5.987 0.245 0.490
H 5.687 -2.260 -1.119
H 6.944 -0.982 -1.174
H 4.927 -1.123 -3.086
H 5.456 0.451 -2.483
O -1.360 -4.136 3.331
C -0.938 -2.856 3.255
O -0.660 -2.202 4.282
O -0.963 -2.467 2.049
H -1.376 -4.229 2.369
O -0.318 -1.093 -0.694
C -0.916 -0.051 -1.281
O -0.955 1.010 -0.580
O -1.359 -0.185 -2.456
H -0.491 -0.906 0.239
*
```

Properties
- total energy (Ha) = -3089.4633
- orbital gap (eV) = 5.066
- maximum force (eV/A) = 8.44
- LUMO energy (eV) = -10.726
- HOMO energy (eV) = -15.79



Record 2
# C40H53ClN4O4P2Si3Ta

A molecular structure, C40H53ClN4O4P2Si3Ta (wB97M-V/def2-TZVPD, the OMol25 dataset).

The geometry in ORCA input format:
```
! RIJCOSX wB97M-V def2-TZVPD def2/J DEFGRID3
* xyz 1 1
Ta -0.135 -0.043 0.190
C 2.217 4.505 -0.529
Si 1.617 2.749 -1.015
C 0.249 3.013 -2.337
C 3.186 1.820 -1.572
N 0.756 1.755 0.171
P 0.633 2.046 1.789
C -0.500 0.827 2.369
P -2.098 1.246 1.771
N -1.984 0.803 0.174
Si -3.489 0.622 -0.769
C -3.126 1.467 -2.437
C -3.975 -1.215 -0.921
C -5.071 1.392 -0.012
C -2.762 2.904 2.089
C -3.329 3.741 1.141
C -3.874 4.950 1.538
C -3.832 5.330 2.868
C -3.210 4.522 3.808
C -2.681 3.306 3.420
C -3.253 0.119 2.616
C -3.020 -1.233 2.383
C -3.770 -2.196 3.034
C -4.745 -1.816 3.944
C -4.982 -0.472 4.180
C -4.245 0.496 3.516
C 0.213 3.802 1.965
C 0.567 4.514 3.102
C 0.215 5.848 3.213
C -0.492 6.469 2.195
C -0.842 5.757 1.058
C -0.496 4.425 0.950
C 2.150 1.857 2.779
C 2.118 0.950 3.830
C 3.221 0.790 4.650
C 4.364 1.540 4.428
C 4.406 2.432 3.369
C 3.306 2.593 2.546
H 3.072 4.743 -1.155
H 2.526 4.623 0.503
H 1.463 5.261 -0.719
H 0.687 3.233 -3.304
H -0.386 3.860 -2.085
H -0.378 2.129 -2.420
H 3.670 2.351 -2.384
H 2.967 0.812 -1.908
H 3.895 1.742 -0.752
H -2.332 0.946 -2.960
H -2.832 2.508 -2.332
H -4.006 1.443 -3.070
H -3.116 -1.869 -0.875
H -4.474 -1.386 -1.868
H -4.660 -1.504 -0.129
H -5.223 2.437 -0.252
H -5.122 1.290 1.068
H -5.913 0.850 -0.430
H -3.330 3.437 0.108
H -4.325 5.603 0.807
H -4.271 6.266 3.171
H -3.141 4.846 4.836
H -2.200 2.649 4.133
H -2.246 -1.506 1.673
H -3.590 -3.245 2.843
H -5.326 -2.561 4.463
H -5.739 -0.173 4.890
H -4.451 1.539 3.708
H 1.122 4.021 3.887
H 0.501 6.403 4.095
H -0.768 7.508 2.288
H -1.387 6.233 0.258
H -0.766 3.842 0.082
H 1.217 0.375 3.996
H 3.187 0.081 5.463
H 5.221 1.428 5.074
H 5.302 3.006 3.184
H 3.350 3.288 1.724
O 3.085 -2.106 0.517
Cl 2.189 -1.037 0.466
O 1.726 -0.836 -0.857
O 2.754 0.154 0.941
O 1.049 -1.341 1.269
C 0.802 0.524 -4.415
C -0.068 -0.566 -3.871
C -0.584 -1.517 -4.741
C -1.370 -2.532 -4.220
C -1.523 -2.625 -2.854
C -0.901 -1.687 -2.018
N -0.279 -0.619 -2.550
N -0.834 -1.772 -0.647
Si -0.725 -3.450 -0.016
C -0.388 -3.715 1.850
C 0.658 -4.276 -1.050
C -2.379 -4.436 -0.119
H 0.202 1.308 -4.875
H 1.454 0.107 -5.183
H 1.398 0.955 -3.620
H -0.380 -1.466 -5.799
H -1.824 -3.268 -4.866
H -2.112 -3.412 -2.430
H 0.499 -3.229 2.227
H -0.250 -4.783 1.986
H -1.220 -3.418 2.479
H 1.620 -3.803 -0.863
H 0.466 -4.212 -2.117
H 0.762 -5.326 -0.799
H -3.225 -3.902 0.302
H -2.244 -5.334 0.476
H -2.664 -4.775 -1.107
*
```

Properties
- total energy (Ha) = -4144.1701
- orbital gap (eV) = 7.578
- energy above the lowest of the compared OMol25 structures with the same formula, charge and spin (kJ/mol) = 542.1
- maximum force (eV/A) = 8.30
- LUMO energy (eV) = -3.333
- HOMO energy (eV) = -10.91



Record 3
# C30H55N11O3

6 unconnected molecules or ions with the total composition C30H55N11O3 (wB97M-V/def2-TZVPD, the OMol25 dataset).

The geometry in ORCA input format:
```
! RIJCOSX wB97M-V def2-TZVPD def2/J DEFGRID3
* xyz 4 1
N 3.288 -0.377 -0.525
O 4.045 0.487 -0.156
O 2.701 -1.063 0.297
O 3.025 -0.455 -1.668
C 3.475 4.602 -6.284
C 2.191 4.710 -5.545
N 1.021 4.242 -6.327
C 0.842 4.170 -7.708
C -0.428 3.577 -8.002
N -1.014 3.421 -6.771
C -0.156 3.826 -5.786
C -2.357 2.939 -6.532
H 3.679 3.594 -6.646
H 4.318 5.012 -5.728
H 3.527 5.230 -7.173
H 1.990 5.747 -5.277
H 2.241 4.169 -4.600
H 1.689 4.395 -8.339
H -0.866 3.254 -8.935
H -0.401 3.798 -4.735
H -2.807 2.618 -7.471
H -2.909 3.834 -6.246
H -2.347 2.086 -5.854
C 6.716 12.343 -1.925
C 5.659 11.275 -2.025
N 5.957 10.133 -1.123
C 7.130 9.489 -1.125
C 7.076 8.454 -0.208
N 5.807 8.495 0.392
C 5.104 9.518 -0.296
C 5.238 7.681 1.292
H 7.740 12.085 -2.196
H 6.802 12.575 -0.863
H 6.442 13.297 -2.375
H 5.639 10.926 -3.058
H 4.638 11.571 -1.786
H 7.821 9.721 -1.922
H 7.806 7.682 -0.015
H 4.129 9.818 0.057
H 4.472 7.058 0.830
H 4.839 8.365 2.041
H 6.005 7.045 1.733
C 2.171 -6.181 -4.116
C 1.178 -6.758 -3.058
N -0.124 -6.660 -3.598
C -0.873 -5.469 -3.564
C -2.084 -5.690 -4.266
N -2.118 -7.042 -4.526
C -0.969 -7.622 -4.035
C -3.170 -7.764 -5.247
H 2.179 -5.099 -4.247
H 2.127 -6.667 -5.090
H 3.206 -6.424 -3.877
H 1.244 -6.280 -2.080
H 1.331 -7.823 -2.887
H -0.389 -4.584 -3.177
H -2.928 -5.086 -4.568
H -0.685 -8.653 -4.187
H -4.149 -7.581 -4.806
H -2.882 -8.814 -5.287
H -3.235 -7.560 -6.315
C -0.378 -8.364 5.227
C -1.765 -7.767 5.736
N -2.563 -7.160 4.714
C -2.083 -6.341 3.708
C -3.266 -6.014 3.032
N -4.415 -6.632 3.440
C -4.013 -7.215 4.660
C -5.690 -6.516 2.882
H 0.482 -7.695 5.241
H -0.378 -8.825 4.240
H -0.126 -9.038 6.046
H -1.695 -7.105 6.599
H -2.394 -8.577 6.105
H -1.024 -6.176 3.578
H -3.343 -5.307 2.219
H -4.602 -7.740 5.398
H -6.024 -5.482 2.970
H -6.370 -7.161 3.438
H -5.717 -7.076 1.947
C -5.716 -0.123 9.163
C -4.753 -1.144 8.594
N -4.163 -0.526 7.464
C -4.740 -0.428 6.221
C -3.887 0.309 5.419
N -2.774 0.687 6.094
C -2.949 0.230 7.403
C -1.760 1.513 5.542
H -5.185 0.683 9.670
H -6.465 -0.549 9.832
H -6.366 0.459 8.509
H -5.156 -2.113 8.301
H -3.920 -1.370 9.260
H -5.643 -0.993 6.043
H -3.991 0.528 4.367
H -2.262 0.422 8.214
H -0.791 1.229 5.953
H -2.082 2.522 5.799
H -1.632 1.265 4.489
*
```

Properties
- total energy (Ha) = -2002.6661
- orbital gap (eV) = 3.927
- energy above the lowest of the compared OMol25 structures with the same formula, charge and spin (kJ/mol) = 337.5
- maximum force (eV/A) = 9.06
- LUMO energy (eV) = -7.355
- HOMO energy (eV) = -11.28